No. 1
{
  "formula": "C18H22N2O4",
  "method": "ωB97M-V/def2-TZVPD",
  "elements": ["N", "O", "O", "C", "O", "O", "C", "C", "C", "C", "C", "C", "C", "C", "N", "C", "C", "C", "C", "C", "C", "C", "C", "C", "H", "H", "H", "H", "H", "H", "H", "H", "H", "H", "H", "H", "H", "H", "H", "H", "H", "H", "H", "H", "H", "H"],
  "coordinates": [[3.998, -5.143, -2.416], [0.135, -0.601, 3.283], [1.985, 1.680, -0.943], [3.412, -5.035, -1.426], [0.075, -3.502, 2.495], [0.644, -0.457, 1.039], [0.120, -1.110, 2.147], [1.025, 1.515, -0.183], [3.060, -3.964, 0.714], [1.305, -5.313, -0.295], [2.257, -3.480, 1.775], [0.434, -4.923, 0.769], [2.587, -4.767, -0.289], [0.951, -3.941, 1.682], [-0.258, 1.911, -0.616], [-0.672, -2.447, 1.948], [1.259, 0.810, 1.156], [-0.352, 2.166, -3.165], [-1.202, 3.035, 1.430], [-2.671, 3.330, -1.387], [-1.254, 3.962, -1.627], [-2.614, 2.113, -0.460], [-0.231, 2.841, -1.777], [-1.379, 1.946, 0.363], [4.030, -3.510, 0.618], [0.945, -5.930, -1.090], [2.578, -2.716, 2.595], [-0.565, -5.348, 0.904], [-0.800, -2.539, 0.939], [-1.582, -2.325, 2.396], [0.837, 1.442, 1.896], [2.246, 0.571, 1.321], [-1.360, 1.887, -3.319], [-0.023, 2.930, -4.037], [0.177, 1.183, -3.102], [-1.871, 2.696, 2.243], [-0.167, 3.152, 1.753], [-1.597, 4.077, 1.208], [-3.377, 4.090, -0.961], [-2.892, 3.011, -2.380], [-0.969, 4.518, -0.744], [-1.180, 4.590, -2.587], [-3.503, 2.064, 0.222], [-2.808, 1.284, -1.130], [0.682, 3.342, -1.784], [-1.415, 0.904, 0.821]],
  "gap_ha": 0.3600,
  "smiles": "C[C@H]1CCC[C@H](C)N1C(=O)COC(=O)COc1ccc(C#N)cc1",
  "spin_multiplicity": 1,
  "charge": 0,
  "de_lowest_kcal_mol": 120.8
}

No. 2
{
  "formula": "C8H21AgBrNO3",
  "method": "ωB97M-V/def2-TZVPD",
  "elements": ["Ag", "Br", "C", "O", "C", "C", "N", "C", "C", "O", "C", "H", "H", "H", "H", "H", "H", "H", "H", "H", "H", "H", "H", "H", "H", "H", "C", "C", "O", "H", "H", "H", "H", "H", "H"],
  "coordinates": [[-1.836, 0.717, 4.463], [-0.291, 1.230, 2.476], [1.116, 3.362, -2.352], [1.170, 1.968, -2.060], [-0.057, 1.450, -1.714], [0.076, 0.099, -1.258], [1.260, -0.129, -0.583], [1.320, -1.092, 0.477], [2.730, -1.194, 1.011], [3.427, 0.030, 0.856], [3.287, 1.045, 1.842], [0.755, 3.629, -3.388], [2.194, 3.640, -2.364], [0.523, 3.856, -1.624], [-0.758, 1.470, -2.575], [-0.580, 1.973, -0.872], [0.085, -0.642, -2.094], [-0.817, -0.372, -0.782], [2.071, 0.497, -0.745], [0.809, -2.007, 0.220], [0.688, -0.684, 1.258], [3.378, -1.993, 0.559], [2.653, -1.446, 2.027], [4.248, 1.517, 1.923], [3.009, 0.506, 2.777], [2.401, 1.657, 1.690], [-4.507, -2.097, -0.429], [-3.193, -2.509, 0.236], [-2.326, -1.334, 0.328], [-5.240, -2.850, -0.133], [-4.477, -1.978, -1.513], [-4.851, -1.188, 0.044], [-2.626, -3.249, -0.216], [-3.374, -2.821, 1.289], [-2.268, -1.059, 1.225]],
  "gap_ha": [0.2999, 0.2623],
  "spin_multiplicity": 2,
  "charge": 1
}